(1)
This record from OMol25 describes a 11-piece molecular cluster, H22O11 overall. The level of theory is wB97M-V/def2-TZVPD.

Geometry (Å):
H 0.787 -0.583 -0.490
H 0.502 -0.058 0.908
H 4.274 2.055 -1.087
H 4.664 3.268 -0.258
H -4.153 1.487 -1.583
H -4.074 0.127 -0.908
H 1.939 -1.536 -3.829
H 3.452 -1.664 -3.910
H -0.308 2.646 -1.522
H -0.565 1.662 -0.392
H 0.947 -0.169 2.803
H 2.172 -1.056 2.949
H -2.584 -2.720 -0.121
H -3.014 -4.158 0.124
H 3.729 0.838 2.949
H 4.466 1.925 3.714
H -2.691 2.251 2.327
H -1.406 2.432 3.119
H -0.937 -3.014 -3.564
H -2.260 -2.834 -4.290
H -2.840 0.505 0.376
H -1.961 1.670 0.803
O 0.123 -0.603 0.209
O 5.041 2.554 -0.784
O -3.542 0.902 -1.121
O 2.662 -2.145 -3.638
O -0.689 1.779 -1.341
O 1.209 -1.089 2.914
O -2.286 -3.545 0.279
O 3.580 1.598 3.522
O -2.294 2.794 3.017
O -1.845 -3.337 -3.580
O -1.978 0.707 0.757

Computed properties:
Highest occupied orbital energy = -10.378 eV
Energy relative to the best compared isomer or geometry (same formula, charge and spin) = 87.76 kcal per mole
LUMO energy = -0.248 eV
Structure (SMILES) = O.O.O.O.O.O.O.O.O.O.O

(2)
This record from OMol25 describes a 11-piece molecular cluster, H22O11 overall. The level of theory is wB97M-V/def2-TZVPD.

Geometry (Å):
H 0.683 1.237 -0.200
H 0.828 0.131 0.659
H -2.110 -1.389 -2.104
H -1.215 -0.891 -2.994
H -0.416 -3.641 -0.310
H 0.584 -4.186 -1.502
H 3.637 0.778 0.401
H 3.196 -0.537 -0.157
H 0.394 -0.200 -2.165
H -0.967 0.557 -2.174
H 2.445 0.294 -2.421
H 3.942 -0.044 -2.020
H -2.523 0.033 4.453
H -2.566 -0.563 2.972
H 0.191 3.660 1.175
H 1.668 3.496 1.466
H -2.190 -2.936 2.242
H -3.014 -2.047 1.368
H -0.245 0.753 -4.153
H -1.625 1.135 -4.838
H -0.620 2.535 5.617
H -0.043 1.297 5.058
O 0.706 1.060 0.763
O -2.113 -1.236 -3.009
O -0.311 -4.271 -1.096
O 3.507 -0.199 0.686
O -0.124 0.552 -2.546
O 3.109 0.457 -1.833
O -2.036 -0.157 3.602
O 1.078 3.685 0.697
O -2.102 -2.089 1.779
O -1.264 0.626 -4.126
O -0.487 2.100 4.709

Computed properties:
Highest occupied orbital energy = -10.451 eV
Energy relative to the best compared isomer or geometry (same formula, charge and spin) = 141.63 kcal per mole
LUMO energy = -0.296 eV
Structure (SMILES) = O.O.O.O.O.O.O.O.O.O.O

(3)
This record from OMol25 describes a 11-piece molecular cluster, H22O11 overall. The level of theory is wB97M-V/def2-TZVPD.

Geometry (Å):
O 0.707 2.497 -0.970
H 0.388 2.638 -0.089
H 0.301 1.830 -1.508
O -0.576 2.812 1.613
H -0.242 3.502 2.236
H -0.115 2.012 1.938
O -2.017 -0.119 2.137
H -2.488 -0.882 2.470
H -1.247 0.122 2.741
O 0.140 -0.167 0.106
H -0.812 -0.115 -0.096
H 0.608 -0.202 -0.780
O -2.495 2.433 -1.462
H -2.478 1.492 -1.262
H -2.373 2.814 -0.613
O 0.160 -2.308 2.106
H -0.586 -2.825 2.239
H -0.190 -1.574 1.613
O -1.650 -3.150 -1.208
H -1.163 -2.466 -1.602
H -2.432 -3.148 -1.780
O 3.847 -2.202 -0.174
H 4.413 -2.299 -0.935
H 3.282 -1.462 -0.377
O 2.076 -0.590 -1.758
H 1.951 -1.187 -2.524
H 2.767 0.042 -2.048
O 2.661 1.054 0.732
H 3.427 1.521 0.440
H 2.061 1.090 -0.046
O -2.404 -0.155 -0.579
H -2.389 -0.175 0.369
H -3.121 -0.828 -0.929

Computed properties:
Highest occupied orbital energy = -10.407 eV
Energy relative to the best compared isomer or geometry (same formula, charge and spin) = 56.59 kcal per mole
LUMO energy = -0.217 eV
Structure (SMILES) = O.O.O.O.O.O.O.O.O.O.O

(4)
This record from OMol25 describes a 11-piece molecular cluster, H22O11 overall. The level of theory is wB97M-V/def2-TZVPD.

Geometry (Å):
O -10.405 0.466 3.029
H -10.860 -0.309 2.701
H -10.857 1.202 2.617
O -9.247 -0.544 6.542
H -9.413 -0.170 5.677
H -9.996 -0.268 7.071
O -5.779 0.537 7.934
H -6.439 -0.054 7.571
H -5.081 -0.043 8.238
O -6.906 3.221 4.617
H -7.057 2.797 3.772
H -6.422 2.572 5.128
O -6.737 2.579 0.165
H -6.083 2.815 -0.492
H -7.298 1.939 -0.273
O -3.738 1.610 3.163
H -3.607 0.861 2.581
H -4.291 2.209 2.662
O -1.255 1.453 6.157
H -0.799 0.713 5.755
H -1.968 1.653 5.551
O -7.634 3.043 10.290
H -7.050 2.821 9.565
H -8.511 2.843 9.961
O -10.337 6.501 6.327
H -11.161 6.019 6.255
H -9.678 5.904 5.972
O -4.125 7.529 6.455
H -3.759 7.170 7.263
H -4.237 6.768 5.884
O -7.088 8.049 2.511
H -6.279 8.322 2.079
H -6.818 7.352 3.108

Computed properties:
Highest occupied orbital energy = -11.108 eV
Energy relative to the best compared isomer or geometry (same formula, charge and spin) = 56.56 kcal per mole
LUMO energy = -0.068 eV
Structure (SMILES) = O.O.O.O.O.O.O.O.O.O.O

(5)
This record from OMol25 describes a 11-piece molecular cluster, H22O11 overall. The level of theory is wB97M-V/def2-TZVPD.

Geometry (Å):
O -0.040 2.178 3.174
H -0.319 2.048 2.259
H 0.851 2.557 3.181
O -0.145 2.946 -3.653
H 0.056 1.997 -3.776
H 0.652 3.350 -3.292
O -3.321 2.357 -2.489
H -3.946 3.015 -2.174
H -3.807 1.545 -2.697
O -0.302 2.127 0.367
H -0.884 1.776 -0.320
H 0.520 1.614 0.229
O 3.039 -1.724 -1.162
H 3.034 -1.188 -0.368
H 3.655 -2.455 -1.168
O 0.066 -4.620 0.949
H -0.417 -5.225 0.380
H 0.250 -3.821 0.425
O -1.048 -1.736 0.495
H -1.877 -2.008 0.076
H -1.315 -1.846 1.433
O -2.757 1.340 1.360
H -1.998 0.818 1.100
H -2.572 2.280 1.330
O -1.551 -1.064 4.895
H -1.248 -1.678 4.203
H -1.637 -0.185 4.508
O 1.554 -3.292 -3.262
H 2.066 -2.924 -2.532
H 0.827 -3.609 -2.694
O 3.848 1.685 -0.456
H 4.584 1.146 -0.121
H 4.180 2.598 -0.200

Computed properties:
Highest occupied orbital energy = -11.157 eV
Energy relative to the best compared isomer or geometry (same formula, charge and spin) = 60.55 kcal per mole
LUMO energy = -0.220 eV
Structure (SMILES) = O.O.O.O.O.O.O.O.O.O.O

(6)
This record from OMol25 describes a 11-piece molecular cluster, H22O11 overall. The level of theory is wB97M-V/def2-TZVPD.

Geometry (Å):
H 0.017 -0.900 0.749
H -0.489 -0.598 2.163
H 1.202 -1.867 -3.334
H 0.745 -2.225 -1.923
H -3.611 -1.337 -1.744
H -2.996 -1.931 -0.432
H 1.400 1.049 -0.874
H -0.032 0.521 -1.055
H -1.605 3.584 1.030
H -2.316 3.051 2.183
H 2.396 -1.581 -0.013
H 2.723 -2.932 0.429
H 4.690 0.921 -0.623
H 3.637 0.814 0.447
H 2.970 3.276 0.395
H 2.074 3.277 -0.803
H -1.431 0.302 0.228
H -0.989 1.719 0.538
H -3.680 0.725 -2.701
H -2.352 0.295 -2.095
H -1.583 -2.667 3.214
H -0.347 -3.214 3.796
O -0.757 -0.856 1.309
O 1.160 -2.562 -2.646
O -3.565 -1.187 -0.709
O 0.899 0.252 -0.985
O -2.400 3.195 1.229
O 2.999 -2.043 0.567
O 4.380 1.315 0.134
O 2.560 2.675 -0.216
O -1.802 1.213 0.566
O -3.338 0.348 -1.899
O -0.558 -2.631 3.073

Computed properties:
Highest occupied orbital energy = -9.568 eV
Energy relative to the best compared isomer or geometry (same formula, charge and spin) = 153.55 kcal per mole
LUMO energy = -0.159 eV
Structure (SMILES) = O.O.O.O.O.O.O.O.O.O.O

no.,F_max (eV Å⁻¹),gap between HOMO and LUMO (eV)
1,1.8,10.1
2,8.0,10.2
3,4.4,10.2
4,0.4,11.0
5,2.1,10.9
6,5.3,9.4